# 1
{
  "formula": "C4H7NS",
  "method": "ωB97M-V with the def2-TZVPD basis set",
  "elements": ["S", "N", "C", "C", "C", "C", "H", "H", "H", "H", "H", "H", "H"],
  "positions_angstrom": [[-0.19, -0.61, -1.14], [0.95, -0.78, 1.34], [0.22, -0.05, 0.46], [-0.36, 1.19, 1.15], [1.25, -1.97, 1.16], [-0.85, 0.88, -1.86], [0.98, -2.58, 0.29], [-1.88, 1.14, -1.78], [1.84, -2.54, 1.95], [-0.91, 1.91, 0.71], [-0.19, 1.53, -1.47], [-0.68, 0.80, -3.05], [-0.18, 1.07, 2.24]],
  "spin_multiplicity": 1,
  "smiles": "C=NC(=C)SC",
  "e_tot_ev": -16583.6172,
  "lumo_ev": [0.133, 0.133],
  "homo_energy_ev": [-8.0, -8.0],
  "e_above_lowest_kcal_mol": 76.4
}


# 2
{
  "formula": "C4H7NS",
  "method": "ωB97M-V with the def2-TZVPD basis set",
  "elements": ["S", "N", "C", "C", "C", "C", "H", "H", "H", "H", "H", "H", "H"],
  "positions_angstrom": [[-2.19, 0.12, 0.55], [-0.09, 1.37, -0.82], [1.25, 0.03, 0.68], [-2.10, -1.45, 0.12], [-1.21, 0.92, -0.55], [1.27, 0.91, -0.57], [1.89, 1.77, -0.36], [1.96, -0.79, 0.68], [-1.12, -1.71, -0.14], [1.57, 0.44, -1.58], [0.25, -0.39, 0.75], [1.53, 0.46, 1.66], [-3.00, -1.67, -0.42]],
  "spin_multiplicity": 1,
  "e_tot_ev": -16582.3289,
  "lumo_ev": [-0.006, -0.002],
  "homo_energy_ev": [-7.7, -7.7],
  "e_above_lowest_kcal_mol": 106.1
}


# 3
{
  "formula": "C4H7NS",
  "method": "ωB97M-V with the def2-TZVPD basis set",
  "elements": ["S", "N", "C", "C", "C", "C", "H", "H", "H", "H", "H", "H", "H"],
  "positions_angstrom": [[2.74, -0.54, -0.21], [1.35, -0.83, 0.48], [-3.40, -0.41, -0.23], [2.99, 1.22, 0.14], [-0.81, -0.54, -0.74], [-1.97, -0.53, -0.44], [1.11, -1.80, 0.39], [2.25, 1.87, -0.25], [-3.56, 0.61, 0.11], [-3.48, -1.10, 0.58], [4.08, 1.56, -0.03], [2.86, 1.21, 1.22], [-4.17, -0.73, -1.02]],
  "spin_multiplicity": 3,
  "e_tot_ev": -16579.4773,
  "lumo_ev": [0.931, -2.014],
  "homo_energy_ev": [-7.9, -9.4],
  "e_above_lowest_kcal_mol": 77.8
}


# 4
{
  "formula": "C4H7NS2",
  "method": "ωB97M-V with the def2-TZVPD basis set",
  "elements": ["S", "S", "N", "C", "C", "C", "C", "H", "H", "H", "H", "H", "H", "H"],
  "positions_angstrom": [[1.02, 1.36, 0.53], [2.99, 1.69, -0.02], [1.35, -0.74, -1.25], [0.53, -0.02, -0.58], [-0.81, -0.50, -0.51], [-1.28, -0.57, 0.92], [-1.91, 0.33, -0.10], [-0.61, -0.21, 1.69], [3.60, 0.82, 0.70], [-1.76, 1.30, 0.08], [2.40, -0.42, -1.13], [-0.94, -1.47, -1.14], [-2.86, -0.06, -0.39], [-1.73, -1.53, 1.19]],
  "spin_multiplicity": 1,
  "smiles": "[H]/N=C(\\SS)C1CC1",
  "e_tot_ev": -27420.2840,
  "lumo_ev": 0.277,
  "homo_energy_ev": -9.5,
  "e_above_lowest_kcal_mol": 36.0
}